1.
The following is a DFT calculation (the ωB97M-V functional and the def2-TZVPD basis) of a 2-piece molecular cluster, C5H7NO overall.

Geometry (Å):
C -1.239 0.723 0.347
C -0.533 -0.454 0.545
C 0.893 -0.398 0.764
N 1.612 0.787 0.951
C 0.852 1.893 0.916
C -0.497 1.936 0.374
H -2.249 0.650 -0.039
H -1.190 -1.448 0.677
H 1.475 -1.323 1.027
H 1.306 2.945 1.179
H -0.996 2.919 0.196
O 0.493 -2.749 -2.579
H -0.476 -2.785 -2.733
H 0.549 -2.697 -1.622

Forces on the atoms, in the same order (eV/Å):
C 1.62 1.17 -1.29
C 0.56 -2.01 1.17
C -0.47 0.63 1.07
N -2.52 -1.13 0.24
C -0.69 1.76 -1.65
C 0.14 -0.53 1.70
H -0.12 0.34 0.41
H 2.04 2.13 -0.58
H -0.64 0.99 -0.73
H -0.49 -2.39 -0.56
H 0.57 -0.98 0.22
O -1.11 -0.08 -0.13
H 0.94 0.04 -0.01
H 0.17 0.07 0.14

Spin multiplicity: 1
E in Ha: -324.670587
E_HOMO in eV: -9.58
Orbital gap in hartree: 0.3745
ΔE to the lowest compared entry with this formula, charge and spin in eV: 1.466
LUMO energy in eV: 0.6
Maximum force in eV/A: 3.0

Atomic partial charges in e from the Löwdin method, atoms 1 to 5: number 1, C, carries -0.12; number 2, C, carries -0.11; number 3, C, carries -0.13; number 4, N, carries 0.03; number 5, C, carries -0.17

2.
The following is a DFT calculation (the ωB97M-V functional and the def2-TZVPD basis) of a 2-piece molecular cluster, C5H7NO overall.

Geometry (Å):
O -2.800 1.953 -0.573
C -1.820 1.394 -0.170
C -0.378 1.444 -0.571
C 0.358 0.847 0.391
C -0.560 0.130 1.188
N -1.784 0.660 1.105
H -0.073 2.186 -1.301
H -0.385 -0.800 1.723
H -2.620 0.315 1.558
C 1.996 -1.596 -0.683
H 2.505 -2.497 -1.034
H 2.236 -1.418 0.367
H 2.322 -0.735 -1.267
H 0.916 -1.718 -0.798

Forces on the atoms, in the same order (eV/Å):
O 0.37 -0.24 0.16
C -0.22 0.20 -0.01
C 0.04 0.25 -0.04
C -0.29 0.00 -0.10
C 0.00 -0.06 0.17
N -0.02 -0.11 -0.11
H -0.03 -0.13 0.09
H 0.00 0.18 -0.05
H 0.10 0.01 -0.07
C 0.03 -0.03 -0.01
H -0.06 0.07 0.05
H -0.02 -0.03 -0.14
H -0.05 -0.11 0.07
H 0.15 0.00 -0.01

Spin multiplicity: 1
E in Ha: -324.586842
E_HOMO (spin up / spin down) in eV: -8.94 / -8.35
Orbital gap (spin up / spin down) in hartree: 0.2836 / 0.2614
ΔE to the lowest compared entry with this formula, charge and spin in eV: 3.745
LUMO energy (spin up / spin down) in eV: -1.2 / -1.2
Maximum force in eV/A: 0.5

Atomic partial charges in e from the Löwdin method, atoms 1 to 5: number 1, O, carries 0.12; number 2, C, carries -0.42; number 3, C, carries -0.05; number 4, C, carries -0.02; number 5, C, carries -0.10

3.
The following is a DFT calculation (the ωB97M-V functional and the def2-TZVPD basis) of one molecule with the formula C5H7NO.

Geometry (Å):
C -1.617 -1.138 0.178
C -0.315 -0.458 0.391
O 0.711 -1.315 0.690
C 1.857 -0.720 0.314
C 1.618 0.521 -0.180
C 0.194 0.705 -0.106
N -0.549 1.805 -0.581
H -2.377 -0.435 -0.167
H -1.439 -1.859 -0.630
H -1.984 -1.695 1.044
H 2.745 -1.321 0.429
H 2.343 1.194 -0.617
H 0.045 2.578 -0.854
H -1.231 2.140 0.090

Forces on the atoms, in the same order (eV/Å):
C -0.12 0.01 0.03
C -0.05 0.06 -0.33
O 0.05 -0.08 -0.15
C 0.22 0.11 -0.08
C 0.05 -0.03 0.02
C 0.00 -0.30 0.08
N 0.05 0.14 0.04
H 0.07 -0.05 0.13
H -0.25 -0.01 0.08
H 0.03 0.18 -0.03
H -0.01 0.23 0.07
H -0.06 -0.03 0.21
H -0.09 -0.13 0.05
H 0.11 -0.10 -0.12

Spin multiplicity: 1
E in Ha: -324.690510
E_HOMO in eV: -7.78
Orbital gap in hartree: 0.3245
ΔE to the lowest compared entry with this formula, charge and spin in eV: 0.924
LUMO energy in eV: 1.0
Maximum force in eV/A: 0.3

Atomic partial charges in e from the Löwdin method, atoms 1 to 5: number 1, C, carries -0.01; number 2, C, carries -0.29; number 3, O, carries 0.02; number 4, C, carries -0.13; number 5, C, carries -0.01

4.
The following is a DFT calculation (the ωB97M-V functional and the def2-TZVPD basis) of C5H7NO as an isolated structure.

Geometry (Å):
C 1.620 0.121 0.822
C 0.151 0.311 0.592
C -0.496 0.039 -0.728
N -0.024 0.037 -1.986
C -1.081 -0.832 0.137
C -1.781 0.091 1.201
O -0.588 0.874 1.536
H 2.100 -0.335 -0.048
H 2.088 1.092 1.014
H 1.791 -0.514 1.698
H -0.359 -0.657 -2.639
H 0.319 0.894 -2.393
H -1.236 -1.912 0.056
H -2.503 0.789 0.740

Forces on the atoms, in the same order (eV/Å):
C 0.01 0.03 -0.04
C 0.47 0.26 0.01
C 0.11 -0.10 0.03
N -0.13 0.00 0.08
C -0.17 -0.35 -0.21
C -0.31 0.09 -0.05
O 0.16 -0.06 -0.03
H -0.08 0.07 0.12
H -0.06 -0.11 -0.03
H -0.07 0.09 -0.12
H 0.01 0.07 0.09
H 0.00 -0.10 0.11
H 0.01 0.22 -0.02
H 0.05 -0.10 0.05

Spin multiplicity: 1
E in Ha: -324.505921
E_HOMO (spin up / spin down) in eV: -6.56 / -6.56
Orbital gap (spin up / spin down) in hartree: 0.2613 / 0.2612
ΔE to the lowest compared entry with this formula, charge and spin in eV: 5.947
LUMO energy (spin up / spin down) in eV: 0.5 / 0.5
Maximum force in eV/A: 0.5

Atomic partial charges in e from the Löwdin method, atoms 1 to 5: number 1, C, carries 0.01; number 2, C, carries -0.38; number 3, C, carries -0.24; number 4, N, carries 0.16; number 5, C, carries -0.07